[1]
Molecular formula: C49H53F6N3O5
Method: DFT, ωB97M-V with the def2-TZVPD basis set

Bonds (Å) are listed after each position.
Atoms and positions in Å:
1 C 2.95 -1.63 -2.38  C2 1.524, H45 1.094, H46 1.096, H47 1.097
2 C 2.74 -2.46 -1.12  C1 1.524, C3 1.527, C4 1.531, H48 1.095
3 C 4.06 -3.09 -0.67  C2 1.527, H49 1.095, H50 1.096, H51 1.095
4 C 1.62 -3.49 -1.32  C2 1.531, C5 1.394, C12 1.417
5 C 1.93 -4.83 -1.53  C4 1.394, C6 1.391, H52 1.094
6 C 0.98 -5.71 -2.02  C5 1.391, C7 1.396, H53 1.093
7 C -0.31 -5.26 -2.30  C6 1.396, C8 1.397, H54 1.090
8 C -0.68 -3.94 -2.07  C7 1.397, C9 1.537, C12 1.406
9 C -2.10 -3.53 -2.49  C8 1.537, C10 1.528, C11 1.529, H55 1.092
10 C -3.17 -4.26 -1.69  C9 1.528, H56 1.097, H57 1.097, H58 1.098
11 C -2.29 -3.72 -4.00  C9 1.529, H59 1.097, H60 1.098, H61 1.097
12 C 0.28 -3.07 -1.50  C4 1.417, C8 1.406, N13 1.441
13 N -0.07 -1.69 -1.30  C12 1.441, N14 1.352, C43 1.391
14 N -0.57 -1.01 -2.36  N13 1.352, N15 1.346
15 N -0.94 0.19 -1.86  N14 1.346, C16 1.433, C28 1.397
16 C -1.69 1.11 -2.67  N15 1.433, C17 1.411, C24 1.408
17 C -2.94 1.58 -2.22  C16 1.411, C18 1.536, C21 1.394
18 C -3.77 0.84 -1.15  C17 1.536, C19 1.529, C20 1.526, H62 1.096
19 C -4.76 -0.11 -1.82  C18 1.529, H63 1.098, H64 1.096, H65 1.098
20 C -4.44 1.82 -0.19  C18 1.526, H66 1.096, H67 1.097, H68 1.097
21 C -3.49 2.69 -2.84  C17 1.394, C22 1.392, H69 1.094
22 C -2.86 3.26 -3.95  C21 1.392, C23 1.391, H70 1.090
23 C -1.72 2.67 -4.49  C22 1.391, C24 1.397, H71 1.095
24 C -1.15 1.54 -3.89  C16 1.408, C23 1.397, C25 1.530
25 C 0.06 0.88 -4.56  C24 1.530, C26 1.528, C27 1.534, H72 1.096
26 C 1.33 1.71 -4.37  C25 1.528, H73 1.098, H74 1.099, H75 1.100
27 C -0.19 0.61 -6.05  C25 1.534, H76 1.096, H77 1.098, H78 1.098
28 C -0.66 0.27 -0.49  N15 1.397, C29 1.457, C43 1.349
29 C -0.96 1.48 0.26  C28 1.457, C30 1.410, C42 1.415
30 C -0.70 2.75 -0.28  C29 1.410, C31 1.385, H79 1.085
31 C -0.87 3.89 0.49  C30 1.385, C32 1.504, C36 1.393
32 C -0.53 5.23 -0.11  C31 1.504, F33 1.368, F34 1.373, F35 1.373
33 F -1.41 6.20 0.25  C32 1.368
34 F 0.72 5.65 0.27  C32 1.373
35 F -0.52 5.19 -1.48  C32 1.373
36 C -1.29 3.82 1.82  C31 1.393, C37 1.389, H80 1.082
37 C -1.58 2.57 2.34  C36 1.389, C38 1.511, C42 1.384
38 C -1.95 2.44 3.80  C37 1.511, F39 1.371, F40 1.378, F41 1.365
39 F -2.31 1.16 4.13  C38 1.371
40 F -0.88 2.75 4.61  C38 1.378
41 F -2.98 3.26 4.16  C38 1.365
42 C -1.52 1.43 1.56  C29 1.415, C37 1.384, H81 1.088
43 C -0.06 -0.89 -0.16  N13 1.391, C28 1.349, C44 1.480
44 C 0.48 -1.40 1.12  C43 1.480, H82 1.102, H83 1.102, C90 1.492
45 H 2.02 -1.17 -2.72  C1 1.094
46 H 3.68 -0.83 -2.19  C1 1.096
47 H 3.33 -2.26 -3.19  C1 1.097
48 H 2.43 -1.78 -0.33  C2 1.095
49 H 3.91 -3.77 0.17  C3 1.095
50 H 4.53 -3.64 -1.49  C3 1.096
51 H 4.74 -2.30 -0.35  C3 1.095
52 H 2.95 -5.18 -1.33  C5 1.094
53 H 1.24 -6.76 -2.21  C6 1.093
54 H -1.05 -5.94 -2.73  C7 1.090
55 H -2.20 -2.46 -2.29  C9 1.092
56 H -3.01 -4.11 -0.61  C10 1.097
57 H -4.17 -3.87 -1.94  C10 1.097
58 H -3.15 -5.34 -1.89  C10 1.098
59 H -1.53 -3.16 -4.55  C11 1.097
60 H -2.22 -4.78 -4.26  C11 1.098
61 H -3.28 -3.35 -4.31  C11 1.097
62 H -3.07 0.23 -0.56  C18 1.096
63 H -4.22 -0.82 -2.46  C19 1.098
64 H -5.33 -0.67 -1.09  C19 1.096
65 H -5.45 0.46 -2.46  C19 1.098
66 H -3.77 2.65 0.06  C20 1.096
67 H -5.35 2.24 -0.63  C20 1.097
68 H -4.71 1.32 0.74  C20 1.097
69 H -4.42 3.12 -2.46  C21 1.094
70 H -3.27 4.16 -4.40  C22 1.090
71 H -1.25 3.08 -5.38  C23 1.095
72 H 0.20 -0.09 -4.08  C25 1.096
73 H 1.53 1.88 -3.31  C26 1.098
74 H 2.20 1.20 -4.81  C26 1.099
75 H 1.23 2.69 -4.87  C26 1.100
76 H -1.11 0.04 -6.19  C27 1.096
77 H -0.28 1.55 -6.61  C27 1.098
78 H 0.64 0.03 -6.48  C27 1.098
79 H -0.32 2.84 -1.29  C30 1.085
80 H -1.38 4.72 2.41  C36 1.082
81 H -1.89 0.48 1.95  C42 1.088
82 H -0.31 -2.05 1.53  C44 1.102
83 H 1.34 -2.06 0.94  C44 1.102
84 C 4.33 4.96 2.96  O85 1.450, H103 1.092, H104 1.100, H105 1.100
85 O 3.77 4.37 1.76  C84 1.450, C86 1.361
86 C 3.18 3.16 1.89  O85 1.361, C87 1.419, C102 1.413
87 C 2.79 2.47 0.71  C86 1.419, C88 1.381, H106 1.093
88 C 2.15 1.25 0.80  C87 1.381, C89 1.401, H107 1.090
89 C 1.74 0.74 2.04  C88 1.401, C90 1.530, C101 1.402
90 C 0.80 -0.45 2.23  C44 1.492, C89 1.530, C91 1.495, H108 1.105
91 C 1.11 -1.19 3.49  C90 1.495, C92 1.448, C99 1.447
92 C 0.10 -2.03 4.09  C91 1.448, O93 1.221, O94 1.383
93 O -0.96 -2.31 3.57  C92 1.221
94 O 0.41 -2.53 5.34  C92 1.383, C95 1.447
95 C 1.46 -1.83 6.06  O94 1.447, C96 1.521, C97 1.533, O98 1.444
96 C 0.99 -0.47 6.53  C95 1.521, H109 1.096, H110 1.097, H111 1.096
97 C 1.84 -2.69 7.28  C95 1.533, H112 1.093, H113 1.093, H114 1.093
98 O 2.64 -1.76 5.24  C95 1.444, C99 1.382
99 C 2.48 -1.46 3.90  C91 1.447, O98 1.382, O100 1.217
100 O 3.45 -1.44 3.17  C99 1.217
101 C 2.13 1.43 3.20  C89 1.402, C102 1.386, H115 1.091
102 C 2.89 2.58 3.14  C86 1.413, C101 1.386, H116 1.092
103 H 4.78 5.90 2.63  C84 1.092
104 H 3.55 5.16 3.72  C84 1.100
105 H 5.10 4.30 3.40  C84 1.100
106 H 2.99 2.93 -0.26  C87 1.093
107 H 1.93 0.69 -0.11  C88 1.090
108 H -0.16 0.00 2.53  C90 1.105
109 H 0.61 0.15 5.70  C96 1.096
110 H 0.18 -0.59 7.26  C96 1.097
111 H 1.82 0.05 7.03  C96 1.096
112 H 2.22 -3.66 6.95  C97 1.093
113 H 2.61 -2.18 7.85  C97 1.093
114 H 0.96 -2.84 7.91  C97 1.093
115 H 1.81 1.06 4.17  C101 1.091
116 H 3.25 3.03 4.07  C102 1.092

The frontier orbital gap is 0.189 hartree. As for the spin multiplicity: 1. The highest occupied orbital energy comes out at -6.4 eV. The total charge is 0.

Atomic partial charges in e from the Löwdin method, atoms 1 to 99: -0.047 -0.373 -0.065 -0.102 -0.016 -0.038 -0.025 -0.111 -0.392 -0.056 -0.058 -0.065 0.059 0.200 0.065 -0.094 -0.128 -0.366 -0.043 -0.059 -0.017 -0.041 -0.020 -0.117 -0.386 -0.055 -0.061 -0.074 -0.118 0.065 -0.084 -0.502 0.124 0.127 0.110 0.087 -0.080 -0.493 0.124 0.120 0.127 0.044 -0.072 -0.052 0.053 0.091 0.093 0.099 0.092 0.082 0.093 0.113 0.114 0.115 0.093 0.090 0.080 0.081 0.082 0.079 0.082 0.115 0.073 0.090 0.089 0.078 0.083 0.092 0.122 0.114 0.120 0.093 0.075 0.086 0.086 0.086 0.076 0.086 0.133 0.148 0.144 0.141 0.132 -0.067 -0.100 -0.273 -0.005 -0.040 -0.143 -0.228 -0.116 -0.460 0.037 0.055 -0.525 0.006 0.006 0.056 -0.463

---

[2]
Molecular formula: C29H54IN2O26S8
Method: DFT, ωB97M-V with the def2-TZVPD basis set

Bonds (Å) are listed after each position.
Atoms and positions in Å:
1 C 4.98 -2.99 0.87  C2 1.612, H25 1.134, H26 1.131, H27 1.120
2 C 3.37 -3.05 0.87  C1 1.612, C3 1.610, C4 1.584, N23 1.489
3 C 3.02 -4.01 2.12  C2 1.610, H28 1.133, H29 1.131, H30 1.134
4 C 2.73 -1.64 1.23  C2 1.584, C5 1.585, H31 1.125, H32 1.136
5 C 2.56 -0.63 0.02  C4 1.585, I6 2.207, C7 1.606, C19 1.587
6 I 4.43 0.46 -0.40  C5 2.207
7 C 1.50 0.53 0.37  C5 1.606, C8 1.582, H33 1.132, H34 1.127
8 C 0.07 -0.01 0.76  C7 1.582, C9 1.615, H35 1.133, H36 1.120
9 C -1.00 0.23 -0.42  C8 1.615, S10 1.846, H37 1.132, H38 1.123
10 S -1.85 -1.38 -0.76  C9 1.846, C11 1.817
11 C -3.65 -1.17 -0.66  S10 1.817, S12 1.659, N13 1.455
12 S -4.35 0.22 -1.24  C11 1.659
13 N -4.38 -2.28 -0.08  C11 1.455, C14 1.475, C18 1.478
14 C -4.60 -3.36 -1.06  N13 1.475, C15 1.589, H39 1.131, H40 1.123
15 C -5.19 -4.59 -0.25  C14 1.589, O16 1.442, H41 1.128, H42 1.128
16 O -6.51 -4.19 0.20  C15 1.442, C17 1.440
17 C -6.38 -3.13 1.16  O16 1.440, C18 1.603, H43 1.131, H44 1.125
18 C -5.64 -1.84 0.57  N13 1.478, C17 1.603, H45 1.123, H46 1.127
19 C 2.01 -1.42 -1.24  C5 1.587, C20 1.584, H47 1.136, H48 1.123
20 C 2.69 -2.82 -1.51  C19 1.584, C21 1.605, C22 1.604, N23 1.489
21 C 1.72 -3.58 -2.54  C20 1.605, H49 1.130, H50 1.130, H51 1.122
22 C 4.07 -2.68 -2.33  C20 1.604, H52 1.120, H53 1.129, H54 1.118
23 N 2.80 -3.71 -0.33  C2 1.489, C20 1.489, O24 1.310
24 O 1.60 -4.15 -0.01  N23 1.310
25 H 5.37 -3.64 1.71  C1 1.134
26 H 5.36 -1.96 1.11  C1 1.131
27 H 5.43 -3.41 -0.07  C1 1.120
28 H 1.97 -3.82 2.50  C3 1.133
29 H 3.13 -5.10 1.83  C3 1.131
30 H 3.70 -3.77 2.99  C3 1.134
31 H 1.80 -1.83 1.83  C4 1.125
32 H 3.45 -1.15 1.96  C4 1.136
33 H 1.40 1.18 -0.55  C7 1.132
34 H 1.97 1.13 1.21  C7 1.127
35 H -0.30 0.63 1.61  C8 1.133
36 H 0.02 -1.11 0.99  C8 1.120
37 H -0.45 0.55 -1.36  C9 1.132
38 H -1.74 1.04 -0.17  C9 1.123
39 H -5.35 -3.10 -1.87  C14 1.131
40 H -3.66 -3.69 -1.58  C14 1.123
41 H -4.53 -4.86 0.63  C15 1.128
42 H -5.27 -5.52 -0.88  C15 1.128
43 H -7.43 -2.80 1.41  C17 1.131
44 H -5.91 -3.50 2.12  C17 1.125
45 H -5.36 -1.20 1.44  C18 1.123
46 H -6.38 -1.36 -0.14  C18 1.127
47 H 2.24 -0.77 -2.14  C19 1.136
48 H 0.90 -1.59 -1.25  C19 1.123
49 H 1.90 -4.70 -2.52  C21 1.130
50 H 0.64 -3.45 -2.27  C21 1.130
51 H 1.86 -3.14 -3.57  C21 1.122
52 H 3.81 -2.17 -3.29  C22 1.120
53 H 4.39 -3.73 -2.59  C22 1.129
54 H 4.88 -2.18 -1.73  C22 1.118
55 C 6.78 -6.32 -6.37  C56 1.517, O61 1.429, H62 1.093, H63 1.089
56 C 7.13 -6.17 -4.90  C55 1.517, O57 1.430, H64 1.089, H65 1.093
57 O 6.73 -4.84 -4.56  C56 1.430, S58 1.616
58 S 5.44 -4.43 -5.45  O57 1.616, O59 1.422, O60 1.421, O61 1.616
59 O 4.27 -4.65 -4.67  S58 1.422
60 O 5.71 -3.19 -6.10  S58 1.421
61 O 5.55 -5.62 -6.54  C55 1.429, S58 1.616
62 H 7.53 -5.83 -7.00  C55 1.093
63 H 6.68 -7.36 -6.67  C55 1.089
64 H 8.19 -6.31 -4.70  C56 1.089
65 H 6.55 -6.86 -4.29  C56 1.093
66 C -5.73 3.56 0.82  C67 1.518, O72 1.427, H73 1.093, H74 1.089
67 C -4.27 3.19 0.61  C66 1.518, O68 1.429, H75 1.090, H76 1.095
68 O -3.59 4.44 0.54  C67 1.429, S69 1.619
69 S -4.34 5.51 1.49  O68 1.619, O70 1.427, O71 1.422, O72 1.623
70 O -3.66 5.57 2.74  S69 1.427
71 O -4.63 6.68 0.72  S69 1.422
72 O -5.72 4.68 1.70  C66 1.427, S69 1.623
73 H -6.20 3.86 -0.11  C66 1.093
74 H -6.30 2.74 1.26  C66 1.089
75 H -4.12 2.62 -0.30  C67 1.090
76 H -3.88 2.64 1.47  C67 1.095
77 C -1.56 6.82 -3.51  C78 1.518, O83 1.429, H84 1.093, H85 1.089
78 C -0.35 5.90 -3.58  C77 1.518, O79 1.428, H86 1.089, H87 1.094
79 O -0.53 4.98 -2.51  C78 1.428, S80 1.622
80 S -2.12 4.72 -2.28  O79 1.622, O81 1.425, O82 1.427, O83 1.618
81 O -2.48 3.52 -2.96  S80 1.425
82 O -2.43 4.95 -0.91  S80 1.427
83 O -2.66 5.98 -3.15  C77 1.429, S80 1.618
84 H -1.44 7.57 -2.73  C77 1.093
85 H -1.75 7.31 -4.46  C77 1.089
86 H 0.59 6.43 -3.48  C78 1.089
87 H -0.35 5.33 -4.52  C78 1.094
88 C 0.80 7.32 3.25  C89 1.519, O94 1.430, H95 1.093, H96 1.090
89 C 0.26 8.73 3.12  C88 1.519, O90 1.428, H97 1.089, H98 1.094
90 O -0.76 8.65 2.12  C89 1.428, S91 1.623
91 S -1.46 7.19 2.19  O90 1.623, O92 1.419, O93 1.420, O94 1.621
92 O -2.65 7.30 2.95  S91 1.419
93 O -1.42 6.61 0.90  S91 1.420
94 O -0.34 6.46 3.11  C88 1.430, S91 1.621
95 H 1.50 7.09 2.44  C88 1.093
96 H 1.29 7.15 4.20  C88 1.090
97 H 1.03 9.45 2.83  C89 1.089
98 H -0.21 9.06 4.05  C89 1.094
99 C -2.77 7.08 7.01  C100 1.516, O105 1.431, H106 1.093, H107 1.089
100 C -1.34 6.86 6.57  C99 1.516, O101 1.430, H108 1.089, H109 1.094
101 O -0.58 7.88 7.23  C100 1.430, S102 1.618
102 S -1.27 8.19 8.66  O101 1.618, O103 1.422, O104 1.421, O105 1.616
103 O -0.57 7.46 9.66  S102 1.422
104 O -1.49 9.59 8.75  S102 1.421
105 O -2.68 7.45 8.39  C99 1.431, S102 1.616
106 H -3.23 7.90 6.46  C99 1.093
107 H -3.38 6.18 6.89  C99 1.089
108 H -1.22 6.94 5.49  C100 1.089
109 H -0.96 5.89 6.90  C100 1.094
110 C 0.75 -7.67 -2.02  C111 1.516, O116 1.429, H117 1.093, H118 1.090
111 C 1.30 -8.44 -0.84  C110 1.516, O112 1.430, H119 1.088, H120 1.093
112 O 1.81 -9.65 -1.40  C111 1.430, S113 1.617
113 S 2.37 -9.35 -2.89  O112 1.617, O114 1.423, O115 1.421, O116 1.615
114 O 3.78 -9.16 -2.82  S113 1.423
115 O 1.77 -10.28 -3.79  S113 1.421
116 O 1.67 -7.91 -3.09  C110 1.429, S113 1.615
117 H -0.23 -8.05 -2.32  C110 1.093
118 H 0.68 -6.60 -1.82  C110 1.090
119 H 0.54 -8.66 -0.09  C111 1.088
120 H 2.13 -7.91 -0.37  C111 1.093

The frontier orbital gap (alpha / beta) is 0.305 / 0.304 hartree. As for the spin multiplicity: 2. As for the expectation value of S²: 0.75. The highest occupied orbital energy (alpha / beta) comes out at -8.8 / -8.8 eV. The total charge is 0.

Atomic partial charges in e from the Löwdin method, atoms 1 to 99: -0.047 -0.427 -0.063 -0.148 -0.711 0.901 -0.249 -0.232 -0.444 0.861 -1.006 0.715 -0.222 -0.156 -0.174 -0.168 -0.177 -0.189 -0.137 -0.431 -0.039 -0.059 -0.097 -0.038 0.076 0.038 0.073 0.079 0.094 0.088 0.113 0.116 0.104 0.097 0.117 0.073 0.082 0.063 0.141 0.123 0.130 0.130 0.131 0.124 0.130 0.104 0.125 0.083 0.082 0.074 0.093 0.091 0.074 0.023 -0.168 -0.166 -0.190 0.621 -0.234 -0.214 -0.184 0.133 0.137 0.136 0.135 -0.166 -0.180 -0.288 0.661 -0.264 -0.199 -0.185 0.136 0.133 0.049 0.136 -0.167 -0.175 -0.188 0.667 -0.224 -0.237 -0.179 0.135 0.135 0.135 0.132 -0.171 -0.169 -0.180 0.648 -0.252 -0.202 -0.195 0.133 0.135 0.136 0.130 -0.158